# 1
This record from OMol25 describes a molecular structure, C34H29BClF4N3O5ReS4SbTe in a non-equilibrium geometry. The level of theory is the ωB97M-V functional and the def2-TZVPD basis.

```
! wB97M-V def2-TZVPD RIJCOSX def2/J DEFGRID3
* xyz 1 2
Re 2.158 1.636 1.033
O 4.870 -3.435 0.091
C 4.182 -3.549 1.184
O 4.206 -4.543 1.846
C 3.287 -2.406 1.523
C 2.316 -2.433 2.511
Cl 1.734 -3.667 3.466
N 1.740 -1.224 2.565
N 2.355 -0.379 1.701
C 3.283 -1.097 1.064
C 4.090 -0.352 0.021
O 4.936 -0.903 -0.660
O 3.722 0.884 -0.084
C 0.573 -0.823 3.276
C 0.702 0.163 4.230
C -0.406 0.559 4.978
C -1.644 -0.035 4.782
C -1.761 -1.089 3.870
C -0.657 -1.447 3.100
H 4.895 -2.517 -0.292
H 1.635 0.656 4.403
H -0.290 1.410 5.675
H -2.505 0.223 5.412
H -2.683 -1.602 3.738
H -0.745 -2.224 2.319
S 6.412 1.873 3.837
Sb 6.060 0.121 5.390
S 5.420 1.455 2.104
S 3.506 2.336 2.459
S 4.316 -1.014 4.635
F 2.844 3.788 -2.867
B 1.981 4.620 -2.283
F 2.427 5.628 -1.550
F 0.662 4.497 -2.500
F 1.872 2.976 -0.262
C -3.761 -4.832 -1.558
C -3.063 -3.539 -1.584
C -3.760 -2.411 -1.952
C -3.195 -1.130 -1.931
C -4.009 0.026 -2.401
C -1.858 -0.998 -1.511
Te -1.217 0.977 -1.454
N -0.021 0.976 0.171
C -0.492 1.729 1.180
O 0.384 2.120 2.010
C -1.889 2.144 1.425
C -2.887 1.199 1.644
C -4.199 1.627 1.805
C -4.510 2.993 1.747
C -3.510 3.909 1.462
C -2.190 3.493 1.303
C -0.016 1.196 -3.221
C -0.835 1.756 -4.214
C -0.357 1.913 -5.494
C 0.906 1.407 -5.801
C 1.719 0.849 -4.833
C 1.276 0.803 -3.491
C 2.260 0.331 -2.499
C -1.114 -2.131 -1.152
C 0.332 -2.071 -0.797
C -1.737 -3.370 -1.179
H -4.088 -5.096 -0.551
H -3.128 -5.664 -1.907
H -4.649 -4.828 -2.199
H -4.813 -2.491 -2.299
H -5.042 -0.262 -2.560
H -3.637 0.405 -3.325
H -3.982 0.856 -1.718
H -2.631 0.140 1.673
H -4.982 0.929 2.048
H -5.544 3.317 1.903
H -3.790 4.969 1.328
H -1.381 4.150 1.109
H -1.835 2.122 -3.922
H -0.906 2.377 -6.307
H 1.265 1.422 -6.876
H 2.701 0.459 -5.110
H 3.085 1.015 -2.457
H 2.664 -0.693 -2.751
H 1.800 0.303 -1.500
H 0.641 -1.129 -0.376
H 1.039 -2.244 -1.624
H 0.664 -2.865 -0.081
H -1.201 -4.240 -0.889
*
```

Computed properties:
- E_tot (a.u.) = -4917.3673
- <S²> = 0.769
- E_HOMO (spin up / spin down) (eV) = -11.015 / -10.846
- E_LUMO (spin up / spin down) (eV) = -4.04 / -3.90
- orbital gap (spin up / spin down) (eV) = 6.98 / 6.95

Löwdin population analysis, charges in e, atoms 1 to 2: 1.280 0.161

# 2
This record from OMol25 describes a single C13H13N2O7P molecule in a non-equilibrium geometry. The level of theory is the ωB97M-V functional and the def2-TZVPD basis.

```
! wB97M-V def2-TZVPD RIJCOSX def2/J DEFGRID3
* xyz 0 1
O -1.236 -0.171 3.427
O -3.400 0.266 -0.046
O 0.351 -3.522 -2.743
O -2.178 -2.160 2.695
O -2.650 1.701 1.563
O -1.443 -2.319 -3.896
O -1.877 -3.961 -1.886
C -1.614 -0.906 2.516
C -2.558 0.548 0.813
C -0.112 0.377 0.883
C 0.714 0.260 -0.205
C 3.706 2.698 -0.492
C 3.449 3.424 0.682
C 2.871 1.595 -0.870
C 2.326 3.115 1.431
C 1.763 1.296 -0.079
C 1.508 2.016 1.070
N 0.334 1.502 1.616
N -1.290 -1.642 0.109
C -1.383 -0.445 1.054
C 0.621 -0.842 -1.222
C -0.817 -1.374 -1.286
P -0.934 -2.826 -2.482
H -2.251 -2.252 3.660
H -3.393 2.207 1.207
H -1.452 -3.114 -4.397
H -1.257 -4.388 -1.278
H 4.528 2.914 -1.138
H 4.105 4.237 1.011
H 3.030 0.985 -1.771
H 2.098 3.695 2.336
H -0.167 1.838 2.443
H -2.166 -2.132 0.159
H 1.365 -1.606 -0.979
H 0.940 -0.427 -2.211
H -1.533 -0.588 -1.695
*
```

Computed properties:
- E_tot (a.u.) = -1480.8506
- SMILES = O=C(O)C1(C(=O)O)N[C@H](P(=O)(O)O)Cc2c1[nH]c1ccccc21
- E_HOMO (eV) = -8.044
- E_LUMO (eV) = 0.31
- orbital gap (eV) = 8.36

Löwdin population analysis, charges in e, atoms 1 to 2: 0.114 0.098

# 3
This record from OMol25 describes a single C24H23FN4O2S molecule in a non-equilibrium geometry. The level of theory is the ωB97M-V functional and the def2-TZVPD basis.

```
! wB97M-V def2-TZVPD RIJCOSX def2/J DEFGRID3
* xyz 0 1
O -4.872 -2.786 -0.014
C -3.974 -3.534 0.311
N -2.664 -3.163 0.176
C -2.305 -1.918 -0.275
N -1.083 -1.534 -0.385
C -1.004 -0.249 -0.852
C -2.222 0.327 -1.085
S -3.518 -0.749 -0.723
H -2.433 1.316 -1.436
C 0.309 0.351 -1.041
C 0.471 1.577 -1.684
C 1.721 2.147 -1.861
C 2.830 1.479 -1.368
C 2.682 0.228 -0.757
C 1.442 -0.332 -0.584
H 1.320 -1.292 -0.109
C 4.030 -0.309 -0.372
H 4.167 -1.344 -0.682
H 4.160 -0.259 0.712
C 4.989 0.644 -1.094
N 4.180 1.814 -1.432
C 4.797 2.990 -1.705
O 6.004 3.056 -1.853
C 3.941 4.216 -1.759
C 3.194 4.619 -0.657
C 2.470 5.796 -0.656
C 2.493 6.598 -1.784
C 3.244 6.227 -2.887
C 3.973 5.051 -2.870
H 4.573 4.761 -3.718
H 3.269 6.860 -3.761
H 1.929 7.518 -1.796
H 1.905 6.069 0.221
F 3.174 3.846 0.449
H 5.837 0.963 -0.486
H 5.380 0.200 -2.017
H 1.811 3.083 -2.388
H -0.391 2.095 -2.073
H -1.909 -3.784 0.427
C -4.191 -4.898 0.949
N -4.239 -4.874 2.400
C -5.214 -3.958 2.970
H -5.575 -4.407 3.901
C -4.476 -2.639 3.271
H -4.605 -1.938 2.447
H -4.863 -2.169 4.173
C -3.004 -3.053 3.419
H -2.366 -2.496 2.733
H -2.635 -2.878 4.429
C -2.999 -4.563 3.094
H -3.009 -5.137 4.026
H -2.130 -4.878 2.518
H -6.058 -3.819 2.297
H -3.405 -5.593 0.644
H -5.154 -5.280 0.599
*
```

Computed properties:
- E_tot (a.u.) = -1795.9630
- SMILES = O=C(CN1CCCC1)Nc1nc(-c2ccc3c(c2)CCN3C(=O)c2ccccc2F)cs1
- E_HOMO (eV) = -7.635
- E_LUMO (eV) = 0.60
- orbital gap (eV) = 8.24

Löwdin population analysis, charges in e, atoms 1 to 2: -0.013 -0.469

# 4
This record from OMol25 describes a molecular structure, C41H35AsBrHoN6O8S3 in a non-equilibrium geometry. The level of theory is the ωB97M-V functional and the def2-TZVPD basis.

```
! wB97M-V def2-TZVPD RIJCOSX def2/J DEFGRID3
* xyz 0 5
Ho 0.563 2.991 -0.830
O 4.456 4.924 0.300
C 3.333 4.412 0.184
N 2.864 3.600 -0.868
C 3.764 2.914 -1.647
O 4.974 3.221 -1.747
C 3.246 1.740 -2.290
C 4.019 1.230 -3.364
C 3.472 0.326 -4.237
C 2.238 -0.252 -3.860
C 1.653 0.134 -2.685
N 2.083 1.168 -1.915
C 2.403 4.553 1.297
C 2.953 5.219 2.389
C 2.119 5.431 3.496
C 0.879 4.787 3.513
C 0.521 4.015 2.413
N 1.285 3.814 1.321
H 5.026 1.558 -3.457
H 3.935 0.218 -5.221
H 1.713 -0.995 -4.489
H 0.793 -0.305 -2.181
H 3.967 5.544 2.282
H 2.487 6.092 4.298
H 0.157 4.775 4.317
H -0.445 3.524 2.401
O -2.984 6.129 0.269
As -2.703 4.729 -0.864
O -3.324 4.602 -2.406
O -0.958 4.447 -0.704
C -3.837 3.780 0.332
C -5.179 3.735 -0.024
C -6.077 3.165 0.875
C -5.578 2.570 2.038
C -4.228 2.539 2.348
C -3.314 3.081 1.432
S -1.664 0.746 0.975
O -2.818 0.578 0.112
O -2.039 2.792 1.526
O -0.479 1.367 0.306
H -2.199 6.725 0.319
H -5.467 4.168 -1.000
H -7.142 3.237 0.662
H -6.259 2.219 2.827
H -3.827 1.956 3.175
S 3.002 -2.060 -0.254
C 2.052 -3.397 0.048
N 2.535 -4.472 0.825
C 1.811 -5.731 0.924
C 1.140 -5.961 -0.385
N 0.244 -4.860 -0.605
C -0.941 -5.086 -1.435
C -2.257 -4.625 -0.867
C -3.246 -4.030 -1.675
C -4.453 -3.616 -1.165
C -4.714 -3.797 0.205
C -3.721 -4.346 1.009
C -2.514 -4.775 0.484
C 0.661 -3.560 -0.406
S -0.384 -2.278 -0.471
C 3.584 -4.272 1.827
C 3.124 -3.411 3.000
C 2.151 -3.810 3.947
C 1.887 -3.052 5.093
C 2.571 -1.861 5.350
C 3.551 -1.483 4.493
C 3.723 -2.173 3.270
H 1.110 -5.704 1.755
H 2.570 -6.499 1.101
H 0.648 -6.969 -0.422
H 1.882 -5.933 -1.230
H -1.001 -6.175 -1.660
H -0.844 -4.627 -2.375
H -3.034 -3.893 -2.752
H -5.176 -3.235 -1.864
H -5.659 -3.536 0.640
H -3.860 -4.523 2.090
H -1.753 -5.251 1.089
H 4.454 -3.824 1.293
H 3.928 -5.279 2.202
H 1.600 -4.760 3.816
H 1.222 -3.446 5.847
H 2.255 -1.273 6.221
H 4.246 -0.683 4.736
H 4.372 -1.794 2.453
Br 1.162 4.410 -3.481
C -0.149 3.080 -3.880
C -0.510 2.841 -5.249
C -1.486 1.851 -5.471
C -1.861 1.003 -4.391
C -1.406 1.253 -3.125
N -0.586 2.336 -2.874
H -0.100 3.515 -5.983
H -1.958 1.708 -6.440
H -2.549 0.205 -4.632
H -1.708 0.654 -2.244
*
```

Computed properties:
- E_tot (a.u.) = -9466.3306
- <S²> = 6.004
- E_HOMO (spin up / spin down) (eV) = -7.401 / -7.402
- E_LUMO (spin up / spin down) (eV) = -1.03 / -1.03
- orbital gap (spin up / spin down) (eV) = 6.37 / 6.37

Löwdin population analysis, charges in e, atoms 1 to 2: 1.412 0.071

# 5
This record from OMol25 describes a molecular structure, C9H23N3O5SrY in a non-equilibrium geometry. The level of theory is the ωB97M-V functional and the def2-TZVPD basis.

```
! wB97M-V def2-TZVPD RIJCOSX def2/J DEFGRID3
* xyz 3 1
Sr 3.109 -0.604 -2.438
Y 2.011 2.397 -1.214
O 2.649 1.606 -3.244
H 2.511 1.496 -4.206
O 0.889 0.441 -1.364
H 0.217 -0.014 -0.820
C 0.543 -1.688 -4.965
O 1.438 -1.005 -4.433
N -0.525 -2.200 -4.355
C -0.961 -1.765 -3.010
C -1.517 -3.056 -5.084
H 0.511 -1.953 -6.034
H -0.234 -1.434 -2.268
H -1.610 -2.553 -2.630
H -1.691 -0.974 -3.183
H -2.420 -2.475 -5.270
H -1.113 -3.452 -6.015
H -1.895 -3.835 -4.422
C -0.959 -1.079 1.035
O -2.204 -1.285 1.004
N -0.172 -0.969 2.132
C -0.833 -1.047 3.484
C 1.249 -0.988 2.007
H -0.383 -1.026 0.097
H -0.489 -0.292 4.191
H -0.607 -1.979 4.002
H -1.913 -0.903 3.473
H 1.566 -1.467 1.081
H 1.673 0.016 2.000
H 1.803 -1.481 2.806
C -0.358 2.550 1.583
O 0.544 2.360 0.757
N -0.056 2.731 2.896
C 1.265 2.783 3.520
C -1.105 2.922 3.924
H -1.428 2.570 1.326
H 1.579 1.901 4.079
H 1.171 3.594 4.242
H 1.946 2.986 2.694
H -0.949 2.318 4.817
H -1.092 3.987 4.157
H -2.158 2.868 3.647
*
```

Computed properties:
- E_tot (a.u.) = -965.3382
- E_HOMO (eV) = -17.098
- E_LUMO (eV) = -12.40
- orbital gap (eV) = 4.70

Löwdin population analysis, charges in e, atoms 1 to 2: 1.697 1.941

# 6
This record from OMol25 describes 2 unconnected molecules or ions with the total composition CH5NOS in a non-equilibrium geometry. The level of theory is the ωB97M-V functional and the def2-TZVPD basis.

```
! wB97M-V def2-TZVPD RIJCOSX def2/J DEFGRID3
* xyz 0 1
C -1.106 1.818 -0.742
N 1.568 -1.823 0.686
O -2.433 0.637 0.894
S -1.085 0.709 0.380
H -1.981 2.439 -1.139
H -0.141 2.025 -1.247
H 1.274 -2.794 0.410
H 1.267 -1.152 0.067
H 2.637 -1.859 0.688
*
```

Computed properties:
- E_tot (a.u.) = -569.2101
- E_HOMO (eV) = -9.860
- E_LUMO (eV) = -0.05
- orbital gap (eV) = 9.81

Löwdin population analysis, charges in e, atoms 1 to 2: -0.353 -0.007

# 7
This record from OMol25 describes a single C3H2OS2 molecule in a non-equilibrium geometry. The level of theory is the ωB97M-V functional and the def2-TZVPD basis.

```
! wB97M-V def2-TZVPD RIJCOSX def2/J DEFGRID3
* xyz 0 1
C -0.373 -1.247 0.168
C -0.476 0.227 -0.131
C 0.687 1.085 0.121
H -1.396 -1.763 0.317
H 0.998 1.096 1.169
O 0.682 -1.883 0.221
S -1.810 0.674 -0.938
S 1.687 1.810 -0.927
*
```

Computed properties:
- E_tot (a.u.) = -987.0507
- SMILES = O=CC(=S)C=S
- E_HOMO (eV) = -9.378
- E_LUMO (eV) = -2.06
- orbital gap (eV) = 7.31

Löwdin population analysis, charges in e, atoms 1 to 2: -0.299 -0.810

# 8
This record from OMol25 describes a single C4H5NO2 molecule. The level of theory is the ωB97M-V functional and the def2-TZVPD basis.

```
! wB97M-V def2-TZVPD RIJCOSX def2/J DEFGRID3
* xyz 0 1
O -1.447 -0.938 -1.699
C -0.756 -0.780 -0.740
C 0.726 -0.545 -0.673
C 0.661 0.878 -0.095
N 0.291 0.860 1.314
C -0.702 0.110 1.505
O -1.357 -0.602 0.521
H 1.189 -1.294 -0.025
H 1.201 -0.570 -1.655
H -0.200 1.299 -0.640
H 1.532 1.509 -0.278
H -1.189 0.025 2.476
*
```

Computed properties:
- E_tot (a.u.) = -360.6399
- SMILES = O=C1CCN=CO1
- E_HOMO (eV) = -10.653
- E_LUMO (eV) = 0.85
- orbital gap (eV) = 11.50

Löwdin population analysis, charges in e, atoms 1 to 2: 0.154 -0.459